This record from OMol25 describes C15H12N3O8RuS8Sb as an isolated structure. The level of theory is ωB97M-V/def2-TZVPD.

Atoms and positions in Å:
Ru 1.8679 -0.2526 1.2713
O -1.1010 2.4414 2.2811
S -0.2640 2.6052 1.1277
O -0.8985 3.1641 -0.0475
O 0.5078 1.3941 0.7490
C 1.0299 3.8000 1.5508
C 0.9203 5.0208 0.8953
C 1.8384 6.0392 1.1014
C 2.8970 5.8415 1.9684
C 3.0209 4.6292 2.6290
C 2.0995 3.6064 2.4375
S 2.4114 2.1323 3.4222
O 1.1701 1.7466 4.0270
O 3.5013 2.4756 4.2980
O 2.9011 1.1129 2.4135
H 0.0983 5.1456 0.2053
H 1.7250 6.9791 0.5746
H 3.6308 6.6209 2.1333
H 3.8372 4.4515 3.3135
S 0.9490 -4.9860 2.6168
Sb 0.1018 -3.1513 1.6076
S 0.7153 -1.1676 2.9550
S 1.5570 -2.1237 -0.0141
S -2.0314 -3.0600 0.9274
N 2.6138 -6.3098 -0.2589
C 3.5482 -5.2691 -0.2515
C 4.0960 -4.8469 0.9622
C 4.9461 -3.7631 1.0036
C 5.2904 -3.1053 -0.1704
C 4.8101 -3.5562 -1.3903
C 3.9497 -4.6423 -1.4306
S 6.0955 -1.5419 -0.0590
O 6.9730 -1.5676 1.0789
O 6.6710 -1.2454 -1.3583
N 4.8506 -0.5875 0.2809
C 4.1570 -0.0031 -0.6697
S 4.6419 0.3571 -2.3262
C 3.0941 1.0988 -2.6154
C 2.3210 1.0417 -1.5216
N 2.9074 0.4251 -0.4343
H 2.0306 -6.2864 0.5737
H 2.0264 -6.2968 -1.0803
H 3.7831 -5.3290 1.8781
H 5.3168 -3.3875 1.9483
H 5.0826 -3.0309 -2.2964
H 3.5385 -4.9715 -2.3788
H 2.8413 1.5252 -3.5712
H 1.3157 1.4178 -1.4146

## Properties
- molar mass (g/mol) = 841.6
- DFT total energy (eV) = -132405.8854
- lowest unoccupied orbital energy (spin up / spin down) (eV) = 4.1 / 2.4
- orbital gap (spin up / spin down) (hartree) = 0.27365 / 0.20872
- net charge = -2
- 2S+1 = 5
- energy relative to the best compared isomer or geometry (same formula, charge and spin) (kcal per mole) = 3.0
- highest occupied orbital energy (spin up / spin down) (eV) = -3.351 / -3.315

***

This record from OMol25 describes C15H13BaNO7STe as an isolated structure. The level of theory is ωB97M-V/def2-TZVPD.

Atoms and positions in Å:
Ba -1.1304 -0.1199 1.4519
O 1.0136 -2.1573 5.1499
C 0.5049 -1.3099 4.4077
O -0.6537 -1.2598 3.9038
C 1.4119 -0.1122 4.0482
C 2.6563 0.0453 4.6438
C 3.3920 1.1836 4.3485
C 2.8630 2.1221 3.4749
C 1.6321 1.8665 2.8925
N 0.9345 0.7642 3.1653
C 0.9975 2.8448 1.8962
O 1.5362 3.9462 1.7714
O -0.0289 2.3977 1.2947
H 2.9898 -0.7265 5.3226
H 4.3645 1.3460 4.8004
H 3.3680 3.0425 3.2180
C 0.2341 -0.6474 -2.5850
C 0.0150 0.6997 -1.9121
C 0.7437 1.8178 -2.6467
O 0.5673 0.5754 -0.5932
C -1.5184 0.9888 -1.8907
O -2.0428 1.2535 -2.9774
O -2.1000 0.8773 -0.7658
H 1.3050 -0.8628 -2.6338
H -0.1879 -0.6311 -3.5890
H -0.2567 -1.4439 -2.0209
H 1.8108 1.5878 -2.7000
H 0.6196 2.7632 -2.1131
H 0.3306 1.9266 -3.6480
H 0.4413 1.4198 -0.1096
Te -2.1433 -3.3975 0.3626
C -2.5995 -3.0822 -1.6703
C -3.0525 -1.9538 -2.2968
C -3.1955 -2.0909 -3.7085
C -2.8537 -3.3293 -4.1557
S -2.3625 -4.3317 -2.8466
H -3.2421 -1.0277 -1.7735
H -3.5101 -1.2782 -4.3490
H -2.8539 -3.7071 -5.1667

## Properties
- molar mass (g/mol) = 616.3
- DFT total energy (eV) = -50417.8943
- lowest unoccupied orbital energy (eV) = 4.4
- orbital gap (hartree) = 0.21256
- net charge = -2
- energy relative to the best compared isomer or geometry (same formula, charge and spin) (kcal per mole) = 8.6
- highest occupied orbital energy (eV) = -1.426

***

This record from OMol25 describes C15H13Cl5FeN3O2S as an isolated structure. The level of theory is ωB97M-V/def2-TZVPD.

Atoms and positions in Å:
Fe 0.3894 0.9290 0.5258
Cl -6.8396 2.3878 2.0301
C -5.2408 2.0354 1.5132
C -4.1887 2.0549 2.4253
Cl -4.4706 2.4555 4.0702
C -2.9028 1.7479 1.9960
Cl -1.5756 1.8295 3.1173
C -2.6196 1.3998 0.6777
O -1.4213 1.0713 0.2489
C -3.6887 1.4143 -0.2296
Cl -3.3471 1.0218 -1.8727
C -4.9789 1.7273 0.1778
Cl -6.2551 1.7359 -0.9678
N 0.8980 -0.1767 2.4702
N 2.2370 -0.6059 2.5121
C 3.1971 0.0596 1.8145
N 4.4507 -0.2561 2.1385
S 2.8686 1.1746 0.6015
H 0.7196 0.4708 3.2388
H 0.2916 -0.9823 2.6009
H 2.5117 -1.1088 3.3479
H 4.6798 -0.9540 2.8266
H 5.2010 0.1597 1.6115
C 0.7642 0.9480 -3.8631
C 0.8304 0.5624 -2.4241
O 0.6522 1.3905 -1.5402
C 1.1017 -0.8432 -2.0261
C 2.1648 -1.5583 -2.5592
C 2.4551 -2.8230 -2.0654
C 1.6596 -3.3900 -1.0794
C 0.5686 -2.6925 -0.5737
C 0.3019 -1.4125 -1.0338
H 0.1546 1.8414 -3.9722
H 0.3751 0.1329 -4.4697
H 1.7726 1.1799 -4.2175
H 2.7805 -1.1244 -3.3364
H 3.3047 -3.3668 -2.4545
H 1.8768 -4.3867 -0.7203
H -0.0790 -3.1536 0.1600
H -0.5997 -0.8954 -0.6991

## Properties
- molar mass (g/mol) = 532.5
- DFT total energy (eV) = -132161.4182
- lowest unoccupied orbital energy (spin up / spin down) (eV) = -2.9 / -3.1
- orbital gap (spin up / spin down) (hartree) = 0.28717 / 0.28214
- net charge = +1
- 2S+1 = 5
- energy relative to the best compared isomer or geometry (same formula, charge and spin) (kcal per mole) = 10.6
- highest occupied orbital energy (spin up / spin down) (eV) = -10.682 / -10.752

***

This record from OMol25 describes one molecule with the formula C15H13N5O at a distorted geometry. The level of theory is ωB97M-V/def2-TZVPD.

Atoms and positions in Å:
N -1.6139 4.0749 -0.1474
C -1.4544 2.9404 -0.1990
C -1.2518 1.5426 -0.2703
C -2.2776 0.7330 -0.6037
C -2.2418 -0.7188 -0.6302
C -1.5159 -1.4539 0.3088
C -1.4962 -2.8333 0.2515
C -2.1950 -3.5009 -0.7412
C -2.9372 -2.7822 -1.6639
C -2.9737 -1.4035 -1.6016
C 0.1206 1.1124 -0.0224
N 0.8621 1.6333 0.9312
N 2.0761 1.0614 0.8390
C 3.0543 1.3398 1.8513
C 3.0560 0.2362 2.9245
O 1.7681 -0.0442 3.3945
C 2.1333 0.1641 -0.1689
N 3.2222 -0.6170 -0.4336
C 0.8762 0.1674 -0.7766
C 0.4948 -0.5652 -1.8991
N 0.2212 -1.1598 -2.8436
H -3.2180 1.1940 -0.8818
H -0.9882 -0.9419 1.1005
H -0.9319 -3.3900 0.9853
H -2.1671 -4.5792 -0.7907
H -3.4904 -3.2993 -2.4337
H -3.5458 -0.8423 -2.3260
H 4.0499 1.4388 1.4094
H 2.7639 2.2948 2.2981
H 3.7241 0.5424 3.7436
H 3.4234 -0.7029 2.5024
H 1.3213 0.7815 3.6191
H 4.1244 -0.2531 -0.1709
H 3.2000 -1.0823 -1.3277

## Properties
- molar mass (g/mol) = 279.3
- DFT total energy (eV) = -25262.7310
- SMILES = N#C/C(=C/c1ccccc1)c1nn(CCO)c(N)c1C#N
- lowest unoccupied orbital energy (eV) = -0.2
- orbital gap (hartree) = 0.31294
- net charge = 0
- highest occupied orbital energy (eV) = -8.669

***

This record from OMol25 describes C15H14BClF2FeN2O9 as an isolated structure at a distorted geometry. The level of theory is ωB97M-V/def2-TZVPD.

Atoms and positions in Å:
Fe 0.1887 -0.5560 -1.6613
O 3.6743 -2.7650 -1.6795
C 2.5917 -2.4022 -1.2594
O 1.5151 -2.1515 -1.8989
C 2.4153 -2.2804 0.2821
C 0.9468 -2.4708 0.6913
C 0.8753 -2.7179 2.2089
C 1.1827 -1.3013 2.7594
C 1.3436 -0.5074 1.4499
O 0.4045 -1.1453 0.5710
C 2.7062 -0.8676 0.8218
C 3.0238 0.2402 -0.2172
O 4.0196 0.9290 -0.0180
O 2.1311 0.3998 -1.1044
H 3.0808 -3.0263 0.7128
H 0.3764 -3.1587 0.0735
H -0.1266 -3.0448 2.4868
H 1.5968 -3.4646 2.5356
H 0.3579 -0.9091 3.3548
H 2.0924 -1.2665 3.3561
H 1.1337 0.5579 1.5162
H 3.5239 -0.8554 1.5382
O -2.0395 -0.8230 -4.0631
Cl -0.6115 -1.0427 -3.9210
O -0.0909 -1.6665 -5.1172
O 0.0613 0.2978 -3.7337
O -1.6653 -1.2265 -1.2813
F -3.5130 -2.5722 -1.8210
B -2.9093 -1.3694 -1.6385
F -3.8146 -0.3570 -1.7080
N -0.0460 3.6917 -0.3506
C 0.4506 2.5705 -0.9304
N -0.2886 1.5249 -0.6959
C -1.3528 1.9569 0.0789
C -2.4271 1.2566 0.6177
C -3.3417 1.9743 1.3620
C -3.1931 3.3492 1.5823
C -2.1253 4.0558 1.0626
C -1.2101 3.3371 0.3052
H 0.3552 4.6100 -0.3961
H 1.3719 2.5406 -1.4903
H -2.5193 0.1989 0.4263
H -4.2044 1.4697 1.7761
H -3.9301 3.8693 2.1806
H -2.0105 5.1181 1.2358

## Properties
- molar mass (g/mol) = 506.4
- DFT total energy (eV) = -90214.0690
- lowest unoccupied orbital energy (spin up / spin down) (eV) = 2.4 / 0.8
- orbital gap (spin up / spin down) (hartree) = 0.31503 / 0.25525
- net charge = -1
- 2S+1 = 6
- energy relative to the best compared isomer or geometry (same formula, charge and spin) (kcal per mole) = 39.1
- highest occupied orbital energy (spin up / spin down) (eV) = -6.203 / -6.152

***

This record from OMol25 describes one molecule with the formula C15H14BNO5 at a distorted geometry. The level of theory is ωB97M-V/def2-TZVPD.

Atoms and positions in Å:
O -0.3214 1.7698 1.3210
C -0.3683 0.5944 1.6583
C -1.3598 -0.0090 2.6282
C -2.6343 -0.1730 1.9521
C -3.8294 -0.1218 2.6810
C -5.0582 -0.3286 2.0543
C -5.0748 -0.7661 0.7230
C -3.9066 -0.8036 -0.0288
C -2.7441 -0.3969 0.6032
N 0.5599 -0.3099 1.1721
C 1.4084 -0.0881 0.1307
C 1.4029 1.0727 -0.6380
C 2.3549 1.2435 -1.6312
B 2.2466 2.4534 -2.6023
O 0.9685 3.2145 -2.8632
O 3.4179 2.6821 -3.3745
C 3.2228 0.2023 -2.0019
C 3.1719 -0.9859 -1.1962
C 4.0480 -2.1284 -1.4198
O 4.8983 -2.0800 -2.2402
O 3.9241 -3.0757 -0.5138
C 2.2749 -1.0826 -0.2099
H -1.0334 -0.9223 3.1238
H -1.4459 0.7762 3.3749
H -3.8661 0.2877 3.6736
H -5.9891 0.0189 2.5514
H -6.0538 -0.9817 0.3177
H -3.9116 -1.1988 -1.0375
H -1.8730 -0.4454 -0.0522
H 0.4703 -1.2632 1.6340
H 0.7254 1.8815 -0.5050
H 0.2191 2.7172 -2.4754
H 3.3157 3.5632 -3.7856
H 3.9645 0.3366 -2.7492
H 4.5958 -3.7718 -0.7245
H 2.2798 -1.8810 0.4497

## Properties
- molar mass (g/mol) = 299.1
- DFT total energy (eV) = -28188.9729
- SMILES = O=C(Cc1ccccc1)Nc1cc(B(O)O)cc(C(=O)O)c1
- lowest unoccupied orbital energy (eV) = 0.3
- orbital gap (hartree) = 0.33246
- net charge = 0
- energy relative to the best compared isomer or geometry (same formula, charge and spin) (kcal per mole) = 1.0
- highest occupied orbital energy (eV) = -8.704